w:
Below is C3H5NS in the gas phase, with properties calculated with wB97M-V/def2-TZVPD.

Each line ends with the natural charge from an NBO analysis.
Geometry (Å):
S: -2.55 -0.25 0.00  -0.043
C: -1.30 0.75 -0.18  -0.110
N: -0.13 0.30 -0.71  -0.387
C: 0.38 -0.91 -0.18  -0.258
C: 1.13 0.22 0.26  -0.242
H: -1.32 1.87 -0.05  0.202
H: 0.67 -1.50 -1.03  0.215
H: -0.07 -1.29 0.60  0.201
H: 2.26 0.42 -0.01  0.222
H: 0.94 0.40 1.30  0.199

Calculated values
- SMILES string = S=CN1CC1

=====

x:
Below is 2 unconnected molecules or ions with the total composition C3H5NS, with properties calculated with wB97M-V/def2-TZVPD.

Each line ends with the natural charge from an NBO analysis.
Geometry (Å):
C: -0.78 -0.03 1.00  0.126
C: -3.09 -0.49 0.56  -0.318
C: 1.17 0.64 -0.25  -0.436
N: -0.22 0.39 0.00  -0.448
S: -3.96 0.12 -0.58  0.167
H: -0.39 -0.31 1.97  0.147
H: -3.18 -1.05 1.39  0.159
H: 1.71 0.94 0.66  0.177
H: 1.66 -0.26 -0.72  0.216
H: 1.23 1.50 -0.87  0.209

=====

Verdict on stability: x comes out at the bottom.

=====

w:
Below is C3H5NS in the gas phase, with properties calculated with wB97M-V/def2-TZVPD.

Each line ends with the natural charge from an NBO analysis.
Geometry (Å):
S: -2.07 1.54 -0.63  -0.100
C: -0.50 1.40 -0.28  -0.094
N: 0.23 0.31 -0.43  -0.410
C: -0.13 -1.10 -0.32  -0.236
C: 0.89 -0.58 0.57  -0.224
H: 0.01 2.34 0.28  0.201
H: 0.18 -1.67 -1.19  0.218
H: -1.15 -1.17 0.01  0.224
H: 1.93 -0.71 0.39  0.214
H: 0.60 -0.36 1.59  0.206

Calculated values
- SMILES string = S=CN1CC1

=====

x:
Below is C3H5NS in the gas phase, with properties calculated with wB97M-V/def2-TZVPD.

Each line ends with the natural charge from an NBO analysis.
Geometry (Å):
S: -3.09 -0.08 -0.24  0.128
C: -1.58 -0.34 0.15  -0.141
N: -0.32 -0.27 -0.67  -0.467
C: 1.08 -0.76 -0.09  -0.275
C: 0.66 0.73 -0.12  -0.234
H: -1.13 0.00 1.10  0.146
H: 1.01 -1.24 0.87  0.220
H: 1.98 -0.77 -0.95  0.252
H: 0.35 1.44 0.69  0.193
H: 1.04 1.30 -0.75  0.178

Calculated values
- SMILES string = S=CN1CC1

=====

Verdict on stability: x comes out at the bottom.

=====

w:
Below is C3H5NS in the gas phase, with properties calculated with wB97M-V/def2-TZVPD.

Each line ends with the natural charge from an NBO analysis.
Geometry (Å):
C: -0.13 0.40 -0.98  -0.075
C: -0.52 -0.31 -1.99  -0.089
C: 0.23 0.26 1.43  -0.420
N: 0.40 -0.18 0.07  -0.480
S: 0.23 -1.93 -0.20  -0.013
H: -0.27 1.48 -0.71  0.219
H: -0.48 -0.79 -2.91  0.230
H: 1.02 1.02 1.63  0.205
H: -0.76 0.63 1.58  0.195
H: 0.29 -0.60 2.09  0.228

=====

x:
Below is 2 unconnected molecules or ions with the total composition C3H5NS, with properties calculated with wB97M-V/def2-TZVPD.

Each line ends with the natural charge from an NBO analysis.
Geometry (Å):
C: -1.93 0.98 -0.02  -0.043
N: -1.16 -0.06 0.04  -0.528
S: -1.91 -1.63 -0.09  -0.264
H: -1.49 1.91 -0.30  0.180
H: -3.05 0.89 0.01  0.221
H: -0.18 -0.13 -0.04  0.434
C: 1.82 -1.58 0.43  -0.251
C: 2.56 -1.09 -0.42  -0.227
H: 1.32 -2.37 0.90  0.247
H: 3.04 -0.31 -0.96  0.231

Calculated values
- SMILES string = C=[NH+][S-].C#C

=====

Verdict on stability: w comes out at the bottom.